[1]
Entry from OMol25: C4H5O2P in the gas phase in a non-equilibrium geometry (ωB97M-V with the def2-TZVPD basis set).

Output
calculated total energy: -647.18835 hartree
SMILES string: OC1=P(O)=CC=C1
2S+1: 1
energy above the lowest of the compared OMol25 structures with the same formula, charge and spin: 25.3 kcal per mole
molar mass: 116.06 g mol⁻¹
highest occupied orbital energy: -8.02 eV
Kohn-Sham gap: 8.27 eV

The geometry in XYZ format:
```
12
Properties=species:S:1:pos:R:3:mulliken_charge:R:1
C 1.16 0.92 -0.16 -0.29
C 1.16 -0.45 -0.11 -0.38
C -0.03 1.53 -0.25 -0.37
C -0.06 -1.06 -0.21 0.40
O -0.36 -2.35 0.00 -0.51
O -2.04 0.26 0.73 -0.45
P -1.29 0.27 -0.66 -0.03
H 2.07 1.36 0.28 0.26
H 2.09 -0.85 0.18 0.39
H -0.16 2.63 -0.06 0.32
H 0.33 -2.95 -0.32 0.34
H -2.88 0.69 0.60 0.33
```

[2]
Entry from OMol25: a molecular structure, C29H32FeN2P2S2 (ωB97M-V with the def2-TZVPD basis set).

Output
calculated total energy: -3976.60707 hartree
2S+1: 5
energy above the lowest of the compared OMol25 structures with the same formula, charge and spin: 0.0 kcal per mole
molar mass: 590.52 g mol⁻¹
highest occupied orbital energy (spin up / spin down): -6.99 / -7.62 eV
Kohn-Sham gap (spin up / spin down): 7.46 / 8.00 eV

The geometry in XYZ format:
```
68
Properties=species:S:1:pos:R:3:mulliken_charge:R:1
Fe -0.33 -0.76 -2.34 -0.23
S -2.51 -1.61 -2.03 -0.68
P -1.77 -1.34 -0.13 2.22
C -0.45 -0.27 -0.15 -1.30
P 1.16 -0.71 -0.14 0.49
S 1.82 -1.67 -1.85 -0.49
C 1.69 -1.66 1.32 0.55
C 2.75 -2.55 1.28 -0.24
C 3.12 -3.25 2.42 -0.67
C 2.42 -3.05 3.61 -0.49
C 1.37 -2.15 3.66 -0.71
C 1.00 -1.45 2.51 -0.25
C 2.15 0.82 0.03 0.76
C 1.67 1.83 0.87 -0.56
C 2.44 2.96 1.12 -0.53
C 3.70 3.09 0.54 -0.46
C 4.18 2.09 -0.30 -0.75
C 3.41 0.96 -0.55 -0.17
C -3.05 -0.57 0.94 0.08
C -2.96 -0.68 2.32 -0.23
C -3.81 0.05 3.14 -0.84
C -4.75 0.91 2.58 -0.46
C -4.85 1.02 1.20 -0.65
C -4.00 0.28 0.39 -0.52
C -1.65 -3.03 0.55 0.34
C -2.76 -3.63 1.14 -0.51
C -2.70 -4.93 1.62 -0.73
C -1.52 -5.66 1.51 -0.50
C -0.41 -5.08 0.89 -0.80
C -0.48 -3.78 0.41 -0.01
H 3.28 -2.72 0.35 0.40
H 3.94 -3.96 2.39 0.42
H 2.70 -3.61 4.50 0.41
H 0.83 -2.00 4.58 0.43
H 0.17 -0.76 2.54 0.43
H 0.68 1.72 1.30 0.39
H 2.06 3.73 1.77 0.42
H 4.30 3.97 0.74 0.39
H 5.16 2.19 -0.75 0.43
H 3.79 0.18 -1.20 0.36
H -2.23 -1.34 2.77 0.46
H -3.73 -0.04 4.22 0.41
H -5.41 1.48 3.22 0.38
H -5.58 1.68 0.76 0.41
H -4.07 0.36 -0.69 0.31
H -3.69 -3.08 1.23 0.47
H -3.57 -5.38 2.08 0.40
H -1.46 -6.67 1.89 0.39
H 0.50 -5.65 0.78 0.43
H 0.38 -3.37 -0.10 0.36
C -0.19 3.67 -4.59 -1.91
C 0.60 3.28 -3.35 1.88
C -0.02 3.92 -2.11 -1.61
C 2.05 3.73 -3.48 -1.60
N 0.66 1.80 -3.27 -0.31
N -0.60 1.18 -2.98 -0.39
H -0.11 4.74 -4.77 0.45
H -1.25 3.44 -4.49 0.41
H 0.20 3.15 -5.47 0.41
H 0.09 5.00 -2.14 0.47
H 0.47 3.55 -1.20 0.27
H -1.09 3.71 -2.02 0.43
H 2.10 4.80 -3.65 0.45
H 2.53 3.22 -4.32 0.40
H 2.61 3.49 -2.58 0.24
H 1.30 1.52 -2.53 0.17
H -1.20 1.28 -3.80 0.26
H -1.06 1.60 -2.17 0.26
```

[3]
Entry from OMol25: a molecular structure, C50H54B2N6O19V in a non-equilibrium geometry (ωB97M-V with the def2-TZVPD basis set).

Output
calculated total energy: -4689.96450 hartree
2S+1: 4
molar mass: 1115.57 g mol⁻¹
highest occupied orbital energy (spin up / spin down): -8.55 / -9.75 eV
Kohn-Sham gap (spin up / spin down): 7.74 / 8.87 eV

The geometry in XYZ format:
```
132
Properties=species:S:1:pos:R:3:mulliken_charge:R:1
V -0.74 -15.36 -21.14 1.88
O 1.74 -13.88 -17.46 -0.64
C 1.28 -14.93 -17.10 0.00
O 1.42 -15.47 -15.92 -0.43
B 0.61 -16.69 -15.84 1.33
O 0.00 -16.81 -17.17 -0.24
C 0.43 -15.79 -17.94 0.33
O 0.10 -15.59 -19.15 0.00
O -0.43 -16.55 -14.82 -0.84
C -0.27 -17.46 -13.92 0.49
O -0.85 -17.65 -12.86 -0.63
C 0.98 -18.32 -14.26 0.61
O 1.40 -17.86 -15.43 -0.49
O 1.50 -19.25 -13.63 -0.67
O -2.99 -13.16 -29.22 -0.63
C -3.26 -13.89 -28.24 0.53
O -2.37 -14.32 -27.38 -0.63
B -3.01 -15.07 -26.26 1.13
O -4.46 -14.99 -26.57 -0.32
C -4.62 -14.21 -27.67 0.54
O -5.73 -13.89 -28.16 -0.63
O -2.48 -16.46 -26.19 -0.59
C -1.79 -16.63 -25.09 0.12
O -1.20 -17.61 -24.67 -0.49
C -1.90 -15.30 -24.32 0.38
O -2.61 -14.45 -24.98 -0.53
O -1.35 -15.14 -23.21 0.12
C -1.76 -19.94 -17.72 0.75
C -2.29 -19.51 -16.36 -0.05
C -3.79 -19.95 -16.43 -0.83
O -4.17 -19.76 -17.77 -0.41
C -3.05 -20.29 -18.49 -0.22
H -1.12 -20.82 -17.66 0.59
H -1.21 -19.10 -18.17 -0.86
H -2.21 -18.43 -16.24 -0.14
H -1.76 -20.01 -15.55 0.40
H -4.33 -19.23 -15.82 0.38
H -4.06 -20.93 -16.03 0.31
H -3.08 -19.71 -19.41 -0.08
H -3.27 -21.33 -18.74 0.24
C 2.28 -11.60 -25.51 -0.67
C 0.99 -11.56 -26.31 -0.68
C 0.08 -12.52 -25.58 -0.16
O 0.79 -12.86 -24.38 -0.14
C 2.18 -12.76 -24.59 -0.13
H 2.42 -10.67 -24.96 0.28
H 3.14 -11.73 -26.17 0.30
H 1.17 -11.77 -27.36 0.43
H 0.57 -10.57 -26.13 0.19
H -0.13 -13.40 -26.20 -0.01
H -0.89 -12.12 -25.31 0.39
H 2.55 -13.70 -24.99 0.16
H 2.65 -12.68 -23.61 0.16
C 4.40 -18.34 -17.44 -0.89
C 4.39 -16.88 -17.03 -0.16
C 4.26 -16.11 -18.35 -0.85
O 3.32 -16.92 -19.07 -0.15
C 3.44 -18.28 -18.64 0.13
H 3.98 -19.11 -16.79 0.39
H 5.38 -18.75 -17.70 0.35
H 5.29 -16.58 -16.48 0.54
H 3.49 -16.72 -16.43 -0.26
H 5.24 -16.02 -18.80 0.44
H 3.93 -15.09 -18.15 0.43
H 3.74 -18.95 -19.44 0.11
H 2.43 -18.50 -18.30 -0.01
N -2.75 -15.74 -20.36 1.11
C -2.99 -16.39 -19.23 -0.37
C -4.25 -16.43 -18.62 -0.98
C -5.30 -15.69 -19.16 -0.77
C -5.06 -14.92 -20.25 -0.99
C -3.78 -14.95 -20.82 -0.46
H -2.16 -16.95 -18.83 0.61
H -4.46 -17.08 -17.78 0.38
H -6.26 -15.74 -18.66 0.47
H -5.72 -14.16 -20.63 0.55
H -3.63 -14.32 -21.69 0.33
N -4.62 -17.09 -23.24 0.19
C -5.45 -16.08 -23.66 0.01
C -6.67 -16.31 -24.27 -0.95
C -7.05 -17.65 -24.40 -0.42
C -6.22 -18.70 -23.96 -0.78
C -5.00 -18.36 -23.42 -0.07
H -5.21 -15.05 -23.41 0.39
H -7.30 -15.50 -24.61 0.50
H -8.05 -17.88 -24.72 0.39
H -6.39 -19.75 -24.09 0.42
H -4.31 -19.16 -23.20 0.27
N 4.56 -19.16 -23.90 -0.59
C 3.37 -19.23 -23.26 -0.13
C 2.15 -19.18 -23.92 0.03
C 2.08 -19.12 -25.28 -0.58
C 3.30 -18.96 -26.00 -0.43
C 4.50 -19.01 -25.25 -0.39
H 3.43 -19.22 -22.19 0.54
H 1.21 -19.18 -23.39 0.22
H 1.12 -19.06 -25.78 0.54
H 3.23 -18.90 -27.07 0.42
H 5.42 -18.88 -25.80 0.37
N -1.05 -13.16 -20.97 0.62
C -1.23 -12.51 -19.77 -0.01
C -1.52 -11.17 -19.47 -1.21
C -1.72 -10.37 -20.63 -0.39
C -1.58 -10.94 -21.92 -1.15
C -1.18 -12.25 -22.01 -0.10
H -1.18 -13.13 -18.89 0.24
H -1.77 -10.84 -18.47 0.46
H -1.94 -9.32 -20.50 0.44
H -1.76 -10.30 -22.77 0.51
H -1.11 -12.72 -22.98 0.28
N 1.32 -15.11 -21.75 2.42
C 1.72 -15.66 -22.94 -0.49
C 3.05 -15.70 -23.28 -0.54
C 4.04 -15.17 -22.48 -1.14
C 3.68 -14.59 -21.27 -0.91
C 2.34 -14.54 -21.01 -1.08
H 1.00 -16.06 -23.64 0.03
H 3.27 -16.22 -24.20 0.69
H 5.10 -15.13 -22.68 0.48
H 4.45 -14.20 -20.62 0.67
H 2.02 -14.16 -20.06 0.43
N -0.54 -17.58 -21.22 1.84
C -1.53 -18.50 -21.59 -0.67
C -1.47 -19.88 -21.47 -0.68
C -0.26 -20.46 -20.99 -1.17
C 0.75 -19.57 -20.57 -0.72
C 0.59 -18.18 -20.76 -0.36
H -2.46 -18.09 -21.96 0.39
H -2.34 -20.45 -21.73 0.57
H -0.20 -21.54 -20.91 0.46
H 1.68 -19.92 -20.15 0.34
H 1.37 -17.55 -20.37 -0.07
```